DFT (the ωB97M-V functional and the def2-TZVPD basis) results for 15 unconnected molecules or ions with the total composition C3H32NO17 in a non-equilibrium geometry.

Summary:
E_HOMO: -7.1 eV
total charge: -1
largest force on an atom: 2.4 eV Å⁻¹
ΔE to the lowest compared entry with this formula, charge and spin: 117.7 kJ/mol

The geometry in XYZ format:
```
53
C3H32NO17 (the ωB97M-V functional and the def2-TZVPD basis)
O 0.45531 -1.97209 1.11846
C 0.45189 -1.55894 2.23417
C -0.01878 -0.14167 2.62270
N 0.03800 0.78040 1.49791
C 1.31332 0.97520 0.90432
O 1.30358 1.54935 -0.21696
O 2.35660 0.58969 1.49468
H 0.81750 -2.04293 3.15544
H -1.02000 -0.21161 3.04692
H 0.62465 0.32144 3.34999
H -0.75133 0.72950 0.84792
H 1.91605 3.21405 -1.13922
H 0.39290 3.20399 -1.19708
O 1.16622 3.61633 -1.57598
H 2.82028 -2.63754 0.35436
H 1.88146 -3.74707 -0.21269
O 2.51725 -3.08153 -0.48170
H 1.84545 -0.20158 -3.59997
H 1.07239 -1.52462 -3.64846
O 1.40566 -0.83251 -4.23388
H 1.28882 2.79416 2.07703
H 2.35043 2.36301 3.04339
O 1.91074 3.15924 2.72518
H 2.80167 -0.09143 -1.76102
H 2.31821 1.36603 -1.88839
O 2.59741 0.59478 -2.40839
H -1.50335 2.32018 2.40368
H -2.20480 3.11141 1.25645
O -2.20295 2.95685 2.22022
H -4.12039 0.48454 0.33884
H -3.27001 0.21904 1.67688
O -4.02136 -0.03707 1.14171
H -2.49067 -2.38543 0.34044
H -1.83085 -3.29707 1.50033
O -2.12406 -2.42778 1.23128
H -1.50803 -3.08173 -1.78266
H -2.51956 -1.93772 -2.16791
O -2.46344 -2.77488 -1.69564
H -3.41329 1.97099 -1.35145
H -2.43109 0.77667 -1.96201
O -2.90235 1.17105 -1.20986
H -1.61329 2.24995 -0.71826
H -0.81504 3.08513 0.27283
O -1.48700 3.18646 -0.42043
H 2.45439 -1.09478 1.53426
H 3.75467 -1.51208 2.17301
O 2.93845 -1.91526 1.84884
H -0.42302 0.06490 -3.65391
H -0.01817 0.57245 -2.38371
O -0.82165 0.17378 -2.77050
H 0.53314 -2.67159 -0.59631
H 0.58255 -3.53428 -1.92045
O 0.06551 -2.88736 -1.41440
```